1.
Formula: C49H78ClF13NO17
Source: the Open Molecules 2025 dataset
Level of theory: the ωB97M-V functional and the def2-TZVPD basis

```
! RIJCOSX wB97M-V def2-TZVPD def2/J DEFGRID3
* xyz 1 1
C 5.976 -1.554 1.904
C 4.431 -1.204 2.291
C 4.297 0.305 2.883
C 4.597 1.294 1.622
C 4.164 2.814 1.895
C 2.594 3.125 1.708
C 1.730 1.918 1.099
C 1.849 1.787 -0.512
C 0.852 2.774 -1.309
C -0.493 2.070 -1.826
C -1.138 2.724 -3.140
C -1.415 4.303 -3.043
C -3.005 4.687 -3.084
C -3.379 5.221 -1.616
C -4.937 5.133 -1.241
O -5.436 6.229 -0.417
C -5.038 6.111 0.935
O -3.849 6.413 1.248
C -5.977 5.676 2.149
C -5.838 6.558 3.448
C -6.660 6.210 4.702
N -7.558 5.086 4.680
Cl -8.481 4.717 6.090
C -7.729 4.237 3.510
C -6.960 4.474 2.165
C -7.155 3.548 0.870
C -8.283 2.412 1.039
C -9.783 2.943 0.928
F -9.703 4.295 0.411
F -10.449 3.081 2.194
C -10.697 2.152 -0.151
F -11.944 2.831 -0.162
F -10.020 2.321 -1.410
C -10.794 0.574 0.099
F -10.517 0.317 1.465
F -9.700 -0.012 -0.636
C -12.120 -0.141 -0.464
F -11.697 -1.430 -0.938
F -12.631 0.503 -1.642
C -13.345 -0.216 0.563
F -14.526 -0.361 -0.244
F -13.553 0.961 1.324
C -13.344 -1.459 1.576
F -13.775 -0.958 2.850
F -12.100 -2.064 1.803
F -14.362 -2.388 1.202
H 6.708 -0.805 2.375
H 6.243 -2.615 2.252
H 6.109 -1.455 0.765
H 3.846 -1.257 1.312
H 4.052 -1.991 3.035
H 3.274 0.504 3.347
H 5.129 0.387 3.680
H 4.208 0.860 0.635
H 5.750 1.297 1.523
H 4.459 3.113 2.971
H 4.806 3.491 1.210
H 2.509 4.032 1.011
H 2.162 3.389 2.739
H 1.893 0.911 1.642
H 0.619 2.181 1.302
H 2.952 1.970 -0.794
H 1.624 0.683 -0.753
H 0.590 3.643 -0.606
H 1.439 3.170 -2.217
H -0.203 0.985 -2.116
H -1.232 1.952 -0.947
H -2.085 2.115 -3.408
H -0.362 2.576 -3.987
H -0.917 4.931 -3.853
H -1.010 4.640 -2.013
H -3.216 5.494 -3.875
H -3.598 3.727 -3.257
H -2.823 4.535 -0.867
H -2.917 6.265 -1.473
H -5.525 5.192 -2.236
H -5.137 4.089 -0.821
H -5.130 7.457 3.469
H -6.532 6.834 5.658
H -8.445 3.364 3.633
H -7.267 4.166 -0.095
H -6.156 2.976 0.744
H -8.160 1.968 2.102
H -8.010 1.569 0.322
C 4.890 -6.465 -2.355
C 5.204 -5.010 -2.057
O 4.017 -4.272 -1.738
C 3.492 -4.510 -0.526
O 3.928 -5.270 0.304
O 2.376 -3.768 -0.399
C 1.661 -4.011 0.812
H 4.138 -6.542 -3.145
H 5.790 -7.000 -2.665
H 4.478 -6.972 -1.480
H 5.628 -4.547 -2.951
H 5.945 -4.910 -1.260
H 2.302 -3.872 1.684
H 1.239 -5.018 0.799
H 0.841 -3.293 0.869
C -3.150 8.812 -0.081
C -1.949 8.693 0.838
O -0.900 9.585 0.447
C -1.107 10.882 0.722
O -2.080 11.350 1.268
O -0.053 11.581 0.268
C -0.198 12.995 0.406
H -2.854 8.660 -1.122
H -3.914 8.080 0.183
H -3.600 9.807 -0.025
H -1.543 7.682 0.764
H -2.221 8.855 1.885
H -0.410 13.272 1.440
H -0.986 13.354 -0.259
H 0.744 13.458 0.111
C 11.514 -3.032 6.729
C 11.009 -3.171 5.304
O 9.695 -2.619 5.157
C 9.624 -1.279 5.157
O 10.554 -0.514 5.260
O 8.330 -0.928 5.042
C 8.108 0.478 5.135
H 10.804 -3.476 7.432
H 12.484 -3.519 6.846
H 11.624 -1.983 7.013
H 10.931 -4.232 5.056
H 11.699 -2.722 4.585
H 8.708 1.024 4.405
H 8.326 0.822 6.149
H 7.054 0.665 4.925
C -2.005 -9.534 -3.105
C -0.786 -9.636 -2.206
O 0.254 -8.748 -2.633
C 0.051 -7.446 -2.376
O -0.911 -6.969 -1.820
O 1.096 -6.755 -2.863
C 0.952 -5.339 -2.746
H -1.729 -9.703 -4.148
H -2.763 -10.264 -2.813
H -2.456 -8.540 -3.056
H -0.379 -10.646 -2.271
H -1.039 -9.456 -1.158
H 0.759 -5.044 -1.714
H 0.151 -4.992 -3.403
H 1.887 -4.878 -3.066
C 6.797 -11.138 -6.772
C 6.429 -9.747 -6.289
O 7.257 -9.336 -5.194
C 8.518 -9.001 -5.510
O 9.003 -9.008 -6.616
O 9.161 -8.673 -4.375
C 10.549 -8.396 -4.562
H 6.762 -11.852 -5.945
H 6.114 -11.468 -7.558
H 7.813 -11.167 -7.170
H 5.403 -9.759 -5.916
H 6.470 -9.013 -7.099
H 10.700 -7.619 -5.314
H 11.075 -9.311 -4.841
H 10.950 -8.040 -3.612
*
```

The calculation puts the maximum force at 5.470 eV Å⁻¹. The calculation puts the energy above the lowest of the compared OMol25 structures with the same formula, charge and spin at 0.000 eV. The LUMO energy is -5.57 eV.

***

2.
Formula: C49H86CdN4O8P4SSi4Te
Source: the Open Molecules 2025 dataset
Level of theory: the ωB97M-V functional and the def2-TZVPD basis

```
! RIJCOSX wB97M-V def2-TZVPD def2/J DEFGRID3
* xyz -2 1
Cd 0.621 -0.409 1.410
C -1.688 -4.156 2.410
C -1.955 -3.064 3.454
C -3.289 -3.322 4.161
P -1.701 -1.382 2.742
C -3.308 -0.785 2.017
C -4.467 -0.452 2.959
C -3.761 -1.695 0.875
C -1.536 -0.303 4.208
C -1.561 -0.723 5.535
C -1.292 0.131 6.595
C -1.335 -0.359 8.021
C -0.926 1.439 6.289
C -0.867 1.877 4.978
C -1.202 1.033 3.907
N -1.116 1.397 2.567
C -1.406 2.673 2.201
C -2.205 3.566 2.970
C -2.442 4.865 2.570
C -1.903 5.381 1.389
C -2.135 6.811 0.966
C -1.187 4.499 0.595
C -0.966 3.164 0.938
P -0.158 1.943 -0.133
C -1.622 1.135 -0.951
C -2.931 1.930 -0.950
C -1.245 0.637 -2.339
C 0.677 2.851 -1.524
C 1.952 3.536 -1.022
C -0.097 3.806 -2.457
H -1.866 -5.138 2.863
H -0.658 -4.112 2.057
H -2.344 -4.062 1.541
H -1.137 -3.116 4.181
H -4.090 -3.456 3.430
H -3.583 -2.522 4.839
H -3.218 -4.251 4.737
H -2.979 0.163 1.584
H -5.006 -1.345 3.279
H -5.182 0.194 2.437
H -4.124 0.081 3.848
H -4.185 -2.630 1.254
H -2.928 -1.952 0.213
H -4.536 -1.203 0.278
H -1.767 -1.763 5.761
H -1.980 -1.234 8.114
H -1.715 0.413 8.694
H -0.340 -0.643 8.378
H -0.656 2.120 7.090
H -0.527 2.884 4.767
H -2.637 3.208 3.895
H -3.061 5.503 3.196
H -2.106 7.490 1.823
H -3.109 6.946 0.483
H -1.373 7.138 0.255
H -0.785 4.874 -0.334
H -1.786 0.246 -0.331
H -2.843 2.882 -1.476
H -3.260 2.155 0.066
H -3.717 1.351 -1.442
H -1.187 1.462 -3.054
H -1.997 -0.064 -2.702
H -0.286 0.110 -2.330
H 0.996 1.996 -2.126
H 1.721 4.325 -0.297
H 2.488 3.998 -1.859
H 2.621 2.822 -0.542
H 0.083 4.850 -2.191
H -1.172 3.645 -2.461
H 0.260 3.679 -3.484
O 3.036 -1.170 1.555
P 2.674 -2.678 2.164
O 3.456 -3.749 1.526
O 1.162 -2.729 2.253
O 3.149 -2.397 3.722
P 2.338 -1.284 4.615
O 1.109 -2.123 5.246
O 3.207 -0.803 5.710
O 1.735 -0.276 3.617
H 2.559 -0.703 2.322
H 1.395 -2.395 6.121
S 4.767 5.460 2.576
C 3.926 3.899 2.380
C 2.612 3.770 2.799
C 1.930 2.611 2.462
N 2.481 1.636 1.744
C 3.770 1.721 1.433
C 4.538 2.840 1.727
C 4.134 6.225 1.090
C 4.625 5.886 -0.160
C 4.093 6.514 -1.278
N 3.132 7.436 -1.223
C 2.660 7.742 -0.018
C 3.124 7.168 1.161
H 2.116 4.563 3.343
H 0.896 2.458 2.750
H 4.181 0.876 0.893
H 5.578 2.893 1.430
H 5.402 5.140 -0.263
H 4.462 6.265 -2.268
H 1.866 8.480 0.014
H 2.698 7.445 2.116
C 5.607 -0.481 -3.463
N 4.463 0.128 -2.813
C 3.962 1.371 -3.358
C 3.732 -0.534 -1.844
C 4.301 -1.842 -1.357
O 2.685 -0.097 -1.417
H 5.977 0.209 -4.220
H 5.350 -1.419 -3.961
H 6.421 -0.681 -2.763
H 3.637 1.249 -4.397
H 4.733 2.146 -3.317
H 3.111 1.687 -2.762
H 5.311 -1.707 -0.961
H 4.353 -2.562 -2.179
H 3.665 -2.250 -0.576
C -3.943 -1.246 -3.116
Si -3.060 -2.899 -3.134
C -3.983 -4.008 -1.923
C -3.489 -3.579 -4.838
Si -0.790 -2.931 -2.684
Te 0.259 -2.445 -0.506
Si -0.404 -5.234 -2.683
C -1.239 -6.320 -3.971
C 1.442 -5.507 -2.893
C -0.879 -5.995 -1.043
Si 0.134 -2.313 -4.740
C -0.631 -0.828 -5.604
C 0.077 -3.648 -6.064
C 1.954 -1.898 -4.511
H -5.024 -1.411 -3.066
H -3.722 -0.675 -4.025
H -3.655 -0.629 -2.265
H -5.041 -3.733 -1.862
H -3.556 -3.951 -0.916
H -3.913 -5.054 -2.243
H -4.576 -3.695 -4.899
H -3.027 -4.549 -5.028
H -3.168 -2.902 -5.638
H -1.072 -5.976 -4.994
H -2.321 -6.370 -3.811
H -0.835 -7.334 -3.877
H 1.779 -5.220 -3.896
H 1.711 -6.554 -2.721
H 1.983 -4.888 -2.169
H -1.965 -6.000 -0.905
H -0.448 -5.415 -0.221
H -0.511 -7.024 -0.974
H -1.725 -0.894 -5.635
H -0.264 -0.783 -6.635
H -0.380 0.108 -5.104
H -0.951 -3.942 -6.301
H 0.610 -4.552 -5.757
H 0.543 -3.263 -6.977
H 2.103 -1.382 -3.556
H 2.329 -1.259 -5.319
H 2.556 -2.814 -4.481
*
```

The calculation puts the maximum force at 1.424 eV Å⁻¹. The LUMO energy is 3.43 eV.

***

3.
Formula: C49H89F9O22
Source: the Open Molecules 2025 dataset
Level of theory: the ωB97M-V functional and the def2-TZVPD basis

```
! RIJCOSX wB97M-V def2-TZVPD def2/J DEFGRID3
* xyz 0 1
C -5.609 -1.496 -0.627
C -4.388 -0.542 -0.612
O -3.323 -0.888 -1.424
C -3.108 -0.545 -2.683
O -3.708 0.207 -3.349
C -1.890 -1.409 -3.304
F -2.406 -2.482 -3.917
F -1.119 -0.713 -4.171
F -1.044 -1.886 -2.332
H -5.164 -2.483 -0.814
H -6.312 -1.256 -1.438
H -6.249 -1.550 0.290
H -4.067 -0.647 0.432
H -4.661 0.501 -0.782
C -2.313 -1.084 4.408
C -0.942 -1.739 4.470
O -0.039 -1.028 5.351
C 0.119 -1.252 6.596
O -0.398 -2.135 7.260
C 1.157 -0.207 7.118
F 1.415 -0.460 8.395
F 2.314 -0.461 6.443
F 0.791 1.050 6.980
H -2.237 -0.232 3.766
H -2.569 -0.797 5.404
H -3.155 -1.674 4.084
H -0.488 -1.639 3.501
H -0.932 -2.836 4.668
C 1.674 -2.691 -0.419
C 1.489 -1.281 -0.795
O 0.299 -0.808 -0.168
C -0.108 0.441 -0.411
O 0.284 1.191 -1.252
C -1.131 0.975 0.693
F -2.018 0.055 1.055
F -0.459 1.370 1.778
F -1.735 2.025 0.201
H 1.564 -2.884 0.626
H 2.709 -2.921 -0.707
H 1.049 -3.390 -0.950
H 1.484 -1.185 -1.835
H 2.274 -0.638 -0.506
C -2.525 5.351 -3.438
C -3.712 4.573 -4.126
C -3.023 3.574 -5.164
O -1.748 4.131 -5.381
C -1.291 4.953 -4.263
H -2.522 5.114 -2.380
H -2.732 6.378 -3.497
H -4.276 5.363 -4.703
H -4.371 4.133 -3.333
H -3.667 3.502 -6.058
H -3.036 2.551 -4.715
H -0.752 5.768 -4.654
H -0.607 4.345 -3.620
C 1.800 0.062 -4.779
C 1.716 1.596 -4.627
C 0.315 1.835 -5.260
O 0.187 0.816 -6.273
C 1.109 -0.225 -6.108
H 1.251 -0.300 -3.919
H 2.777 -0.407 -4.829
H 2.436 2.271 -5.120
H 1.638 1.868 -3.593
H 0.210 2.798 -5.784
H -0.459 1.665 -4.512
H 1.855 -0.205 -6.957
H 0.584 -1.179 -6.203
C 2.570 -3.927 -4.800
C 3.531 -3.289 -5.823
C 4.855 -3.771 -5.286
O 4.710 -3.755 -3.855
C 3.319 -3.560 -3.501
H 2.650 -4.997 -4.799
H 1.583 -3.517 -4.858
H 3.465 -2.210 -5.743
H 3.256 -3.500 -6.834
H 5.687 -3.099 -5.569
H 5.079 -4.795 -5.584
H 3.179 -2.524 -3.234
H 3.142 -4.159 -2.644
C 2.010 5.227 -0.649
C 1.370 6.187 0.393
C 0.490 5.160 1.097
O 1.290 3.999 1.258
C 1.997 3.840 0.050
H 3.019 5.406 -1.000
H 1.374 5.263 -1.544
H 0.886 6.966 -0.165
H 2.040 6.654 1.116
H -0.349 4.899 0.510
H 0.158 5.448 2.054
H 1.616 3.120 -0.577
H 3.100 3.575 0.224
C -1.655 3.069 5.149
C -3.035 3.654 5.482
C -3.150 4.985 4.736
O -1.863 5.291 4.307
C -1.057 4.108 4.181
H -1.669 2.027 4.730
H -1.035 3.086 6.065
H -3.062 3.875 6.554
H -3.905 2.994 5.260
H -3.597 5.754 5.395
H -3.850 4.942 3.846
H -0.058 4.421 4.517
H -1.098 3.786 3.158
C 3.623 -0.432 3.926
C 2.894 0.837 3.542
C 2.287 0.436 2.270
O 3.306 -0.485 1.577
C 4.151 -0.939 2.608
H 2.912 -1.111 4.378
H 4.437 -0.325 4.740
H 3.618 1.661 3.330
H 2.063 1.212 4.195
H 2.070 1.251 1.563
H 1.393 -0.176 2.403
H 5.185 -0.501 2.499
H 4.189 -2.055 2.674
C -1.148 -5.555 0.238
C -1.873 -4.209 0.042
C -2.204 -3.861 1.524
O -1.207 -4.481 2.361
C -0.452 -5.425 1.617
H -0.549 -5.768 -0.641
H -1.873 -6.357 0.339
H -2.762 -4.224 -0.582
H -1.264 -3.446 -0.447
H -3.276 -4.140 1.781
H -2.258 -2.808 1.672
H -0.432 -6.356 2.166
H 0.631 -5.111 1.456
C 4.020 -5.289 1.945
O 2.816 -5.866 2.435
C 2.382 -5.240 3.537
O 2.917 -4.225 4.002
O 1.387 -5.891 4.000
C 0.530 -5.287 4.999
H 4.311 -4.493 2.589
H 3.863 -4.976 0.844
H 4.786 -6.024 1.943
H 0.047 -6.118 5.472
H -0.137 -4.642 4.405
H 1.125 -4.784 5.778
C 5.374 -2.524 -0.583
O 4.543 -1.438 -0.950
C 5.100 -0.284 -1.235
O 6.311 0.010 -1.047
O 4.175 0.510 -1.699
C 4.672 1.769 -2.127
H 6.255 -2.568 -1.216
H 4.748 -3.447 -0.702
H 5.719 -2.266 0.442
H 5.031 2.459 -1.376
H 3.883 2.195 -2.682
H 5.489 1.659 -2.850
C -5.658 3.085 1.361
O -6.608 2.283 0.586
C -6.432 2.305 -0.725
O -5.601 2.975 -1.310
O -7.321 1.453 -1.275
C -7.441 1.456 -2.713
H -4.661 2.838 1.030
H -5.848 2.743 2.413
H -5.953 4.135 1.215
H -7.696 2.458 -3.143
H -8.285 0.748 -2.802
H -6.507 1.107 -3.132
*
```

The calculation puts the maximum force at 4.310 eV Å⁻¹. The calculation puts the energy above the lowest of the compared OMol25 structures with the same formula, charge and spin at 0.000 eV. The LUMO energy is 0.26 eV.

***

Record-wise HOMO energy values, in hartree: -0.426; -0.072; -0.332
Record-wise molecular weight values, in g/mol: 1235.58; 1367.57; 1201.21
Record-wise gap between HOMO and LUMO values, in eV: 6.03; 5.38; 9.31